Model w:
The following is a quantum chemistry calculation of 2 unconnected molecules or ions with the total composition C4H10N, from the Open Molecules 2025 dataset.

Output
net charge	+1
LUMO	-9.6	eV
frontier orbital gap	5.8	eV
HOMO	-15.4	eV

Element x y z (Å)
C (-0.08, -1.22, 1.40)
C (-1.03, -0.16, 0.73)
C (-0.43, 1.23, 0.86)
C (1.23, 0.08, -2.67)
N (1.09, 0.21, -1.37)
H (0.81, -1.29, 0.77)
H (-0.59, -2.25, 1.36)
H (0.12, -1.03, 2.56)
H (-2.18, -0.23, 0.94)
H (-0.67, -0.30, -0.37)
H (0.56, 1.29, 0.31)
H (-0.34, 1.81, 1.76)
H (0.79, -0.74, -3.28)
H (1.76, 0.81, -3.23)
H (-1.04, 1.79, 0.23)

natural (NBO) atomic charge list, values in e, 6 entries: C -0.627; C -0.328; C -0.617; C -0.140; N 0.146; H 0.202

***

Model x:
The following is a quantum chemistry calculation of a gas-phase ion, C4H10N (charge +1), from the Open Molecules 2025 dataset.

Output
net charge	+1
LUMO	-3.5	eV
frontier orbital gap	13.1	eV
HOMO	-16.6	eV
SMILES string	C1CC[NH2+]C1

Element x y z (Å)
C (-0.01, -0.41, 1.20)
N (0.30, -1.22, -0.04)
C (0.28, -0.24, -1.23)
C (0.04, 1.10, -0.60)
C (-0.73, 0.82, 0.68)
H (-0.53, -1.05, 1.89)
H (0.94, -0.13, 1.65)
H (-0.39, -1.94, -0.20)
H (1.21, -1.68, 0.04)
H (-0.53, -0.55, -1.89)
H (1.23, -0.37, -1.76)
H (0.99, 1.60, -0.36)
H (-0.44, 1.82, -1.25)
H (-1.78, 0.62, 0.48)
H (-0.58, 1.62, 1.39)

natural (NBO) atomic charge list, values in e, 6 entries: C -0.218; N -0.505; C -0.220; C -0.437; C -0.421; H 0.241

***

Model y:
The following is a quantum chemistry calculation of a gas-phase ion, C4H10N (charge +1), from the Open Molecules 2025 dataset.

Output
net charge	+1
LUMO	-4.0	eV
frontier orbital gap	10.8	eV
HOMO	-14.8	eV
SMILES string	CC/C=C/[NH3+]

Element x y z (Å)
C (-1.49, 0.08, -1.56)
C (0.08, 0.29, -1.49)
C (0.74, -0.14, -0.13)
C (0.16, 0.28, 1.01)
N (0.78, -0.18, 2.34)
H (-2.11, 0.68, -0.99)
H (-1.49, -1.10, -1.44)
H (-1.68, 0.15, -2.57)
H (0.30, 1.35, -1.77)
H (0.53, -0.48, -2.11)
H (1.60, -0.89, -0.19)
H (-0.78, 0.91, 1.12)
H (1.40, 0.56, 2.88)
H (0.21, -0.78, 2.91)
H (1.73, -0.72, 2.00)

natural (NBO) atomic charge list, values in e, 6 entries: C -0.594; C -0.432; C -0.122; C -0.108; N -0.732; H 0.214

***

Question: of the structures shown, which is the most stable? Reply: model x.